60
Properties=species:S:1:pos:R:3:forces:R:3:mulliken_charge:R:1 method="wB97M-V/def2-TZVPD" orbital_gap_ev="5.3 / 5.3" charge=+3 e_homo_ev="-16.7 / -16.7" energy_ev=-333454.028
C 2.595433 -1.871893 3.352431 -0.082 0.072 -0.011 -0.36
H 5.346816 -3.310578 0.883697 0.025 -0.006 0.045 0.38
H -3.223688 -0.566136 4.465266 -0.003 -0.016 -0.017 0.47
C -0.996352 -4.441061 -2.551785 0.037 -0.052 -0.024 0.91
F 1.339451 -4.644287 -2.719246 -0.041 0.017 0.023 -0.24
H 2.333735 -5.177750 3.207676 0.013 -0.011 -0.013 0.37
H 2.152979 -4.579003 1.548639 0.032 0.078 0.012 0.33
H -1.526424 2.297727 -2.039854 -0.011 0.011 -0.013 0.39
C -0.308172 -1.471242 5.559504 0.075 0.054 -0.025 -1.05
H -1.597917 -4.475788 5.349983 0.005 0.014 -0.018 0.35
F 1.697150 -2.367432 -1.359179 -0.047 0.064 -0.044 -0.44
C 0.446319 -2.794198 -1.589761 0.168 -0.136 -0.090 0.55
C -2.104094 -3.737843 -2.088184 -0.106 0.060 0.041 -0.27
H 3.545070 -5.510074 1.977745 0.012 -0.008 0.067 0.42
H 5.435546 -2.658944 4.703529 -0.004 -0.013 0.002 0.37
C -4.658860 2.246608 -0.762002 -0.039 0.018 0.009 0.24
C -2.664459 -0.995735 3.629228 -0.102 0.012 -0.041 -0.79
Se 1.048277 0.759951 -1.644502 -0.515 -0.278 1.037 0.06
C -2.293915 -3.761606 4.905574 -0.040 -0.006 -0.006 -1.10
H -2.220616 -0.151627 3.094937 0.027 -0.004 0.032 0.17
C 4.929545 -3.565114 4.365539 -0.042 0.027 0.114 -1.01
C 4.795636 -2.534064 1.418496 0.033 0.058 -0.048 -0.85
C -0.408909 -2.907341 2.806447 0.068 -0.196 -0.058 -0.73
Si 3.891790 -3.256634 2.875043 -0.027 -0.038 -0.195 0.05
C -2.380173 2.020349 -1.439610 -0.068 0.071 0.009 -0.24
H -2.834378 -4.265859 4.101133 -0.003 -0.012 0.029 0.39
H -0.897659 -1.168657 6.428889 -0.015 0.002 -0.017 0.43
H -1.071466 -3.239139 2.002567 0.001 -0.003 -0.011 0.52
H 5.700017 -4.306044 4.137712 -0.020 0.005 -0.032 0.36
H 4.331189 -3.956114 5.190802 0.038 0.006 0.016 0.35
F -1.158318 -5.547895 -3.221826 0.004 0.050 0.033 -0.23
Se 0.260217 0.587890 1.939828 0.654 0.357 0.427 -0.19
C 0.292691 -3.971363 -2.288295 0.035 0.003 -0.063 -0.04
C -4.472401 1.204454 0.156744 0.070 -0.013 0.010 -0.72
Te 1.133650 -1.878396 1.832218 0.226 -0.207 0.146 0.91
N -2.196795 1.007349 -0.551699 0.170 -0.073 -0.088 0.05
C 2.873017 -4.738552 2.364192 -0.077 -0.108 -0.037 -0.99
Se 2.448202 1.711877 1.881279 -0.726 -0.391 0.607 -0.17
Te 2.988118 1.909694 -0.489261 0.011 -0.015 -0.875 0.25
F -2.985958 -1.939373 -0.893096 0.073 0.078 0.027 -0.26
Si -1.441019 -2.234283 4.302856 -0.015 -0.018 0.128 -0.02
H -3.395238 -1.492321 2.983827 0.016 0.019 -0.019 0.28
H -3.703807 3.452209 -2.283934 -0.004 -0.005 -0.003 0.48
H -3.054680 -0.192588 0.927679 -0.021 -0.011 0.043 0.44
H 0.139009 -3.794208 3.152589 -0.027 0.013 0.018 0.43
C -3.587903 2.651895 -1.566426 0.081 -0.006 -0.027 -0.72
C -1.898763 -2.576814 -1.368587 -0.187 -0.199 -0.028 0.61
H 3.068955 -0.888047 3.332220 -0.008 0.020 -0.001 0.36
Mo -0.570620 -0.163215 -0.225869 0.262 0.304 -1.512 -0.16
Br -6.294950 3.074915 -0.905692 -0.033 0.010 -0.005 0.04
C -0.633710 -2.047955 -1.112167 0.126 0.335 0.413 0.58
H 5.521339 -1.784031 1.741944 -0.017 -0.003 -0.014 0.33
H 0.199282 -0.571840 5.199060 0.018 -0.010 0.017 0.37
H 4.135992 -2.064718 0.679956 -0.023 -0.017 0.009 0.24
H 2.036333 -2.012327 4.276893 0.061 0.014 0.045 0.11
H 0.440117 -2.177156 5.927447 -0.011 0.003 0.001 0.36
C -3.240117 0.619499 0.230607 -0.116 0.057 -0.031 -0.04
H -3.025827 -3.501881 5.674673 0.013 0.006 -0.003 0.37
F -3.321764 -4.183768 -2.316410 0.073 0.013 0.012 -0.24
H -5.278322 0.867951 0.793135 0.000 0.004 0.000 0.53